# 1
The following is a quantum chemistry calculation of a cluster of 2 separate species, C2H6O3 in total in a non-equilibrium geometry, from OMol25.

Atoms and positions in Å:
1 C -0.266 0.179 -1.882
2 C -1.106 0.211 -0.635
3 O -2.236 0.562 -0.482
4 O -0.432 -0.254 0.459
5 H -0.373 -0.768 -2.417
6 H -0.698 0.885 -2.593
7 H 0.735 0.466 -1.570
8 H -1.156 -0.144 1.084
9 O 1.550 -0.660 2.765
10 H 1.734 0.196 3.189
11 H 2.249 -0.672 2.081

net charge: 0
HOMO: -10.58 eV
Kohn-Sham gap: 11.237 eV
SMILES string: CC(=O)O.O

=====

# 2
The following is a quantum chemistry calculation of a cluster of 16 separate species, H32O16 in total in a non-equilibrium geometry, from OMol25.

Atoms and positions in Å:
1 O 2.872 1.732 1.568
2 H 1.969 1.775 1.267
3 H 3.190 2.596 1.269
4 O 0.667 -3.778 -0.753
5 H 0.998 -4.585 -0.422
6 H 0.652 -3.240 0.017
7 O 0.393 2.367 0.409
8 H -0.092 1.573 0.232
9 H 0.308 2.491 1.372
10 O -0.564 -0.026 -0.064
11 H -0.712 -0.099 -1.030
12 H 0.302 -0.411 0.125
13 O 1.483 -1.905 -2.684
14 H 0.744 -1.520 -2.204
15 H 1.447 -2.738 -2.264
16 O -2.610 2.249 -1.819
17 H -2.852 1.317 -1.871
18 H -3.456 2.737 -1.916
19 O 1.925 -1.008 0.183
20 H 2.184 -0.209 -0.302
21 H 2.487 -1.702 -0.175
22 O -2.780 2.189 0.892
23 H -2.704 2.025 -0.049
24 H -2.519 1.405 1.339
25 O -0.354 2.575 -3.262
26 H -1.068 2.416 -2.614
27 H -0.557 3.263 -3.823
28 O -0.518 -2.391 1.945
29 H -1.151 -1.715 1.907
30 H -1.021 -3.186 2.065
31 O 2.177 1.319 -1.280
32 H 2.492 1.636 -2.141
33 H 1.600 1.956 -0.795
34 O 2.776 -0.832 2.777
35 H 2.726 -0.889 1.799
36 H 3.515 -0.277 2.986
37 O -2.042 -2.877 -0.429
38 H -1.583 -2.052 -0.290
39 H -1.394 -3.436 -0.856
40 O -1.344 -0.599 -2.572
41 H -1.417 -1.510 -2.761
42 H -1.682 -0.080 -3.317
43 O -2.173 -0.034 2.477
44 H -1.288 0.286 2.500
45 H -2.567 0.396 3.203
46 O 0.256 0.975 2.840
47 H 0.200 1.257 3.751
48 H 1.095 0.547 2.789

net charge: 0
HOMO: -10.31 eV
Kohn-Sham gap: 10.398 eV

=====

# 3
The following is a quantum chemistry calculation of a structure of composition C27H11F5N5OPtS2, from OMol25.

Atoms and positions in Å:
1 Pt -1.016 0.647 0.360
2 S -2.097 0.906 2.310
3 C -0.762 0.961 3.445
4 C -0.955 0.692 4.793
5 C 0.104 0.767 5.691
6 C -0.121 0.445 7.069
7 N -0.320 0.176 8.169
8 C 1.377 1.142 5.234
9 C 1.569 1.424 3.887
10 C 0.517 1.326 2.983
11 S 0.738 1.695 1.291
12 C 2.488 1.231 6.135
13 N 3.381 1.318 6.853
14 H -1.938 0.414 5.151
15 H 2.551 1.714 3.537
16 F 0.254 -5.465 -2.590
17 C 0.282 -4.170 -2.237
18 C 0.293 -3.799 -0.904
19 F 0.266 -4.749 0.043
20 C 0.327 -2.465 -0.533
21 F 0.328 -2.183 0.779
22 C 0.325 -1.418 -1.474
23 O 0.322 -0.157 -1.179
24 C 0.320 -1.845 -2.819
25 F 0.291 -0.909 -3.788
26 C 0.302 -3.171 -3.197
27 F 0.281 -3.500 -4.499
28 N -4.238 -5.105 -2.809
29 C -3.828 -4.155 -2.310
30 C -3.346 -2.950 -1.687
31 C -3.316 -2.839 -0.301
32 C -2.878 -1.653 0.253
33 N -2.475 -0.613 -0.493
34 C -2.512 -0.726 -1.828
35 C -2.941 -1.874 -2.466
36 H -3.609 -3.661 0.336
37 H -2.832 -1.504 1.324
38 H -2.173 0.140 -2.380
39 H -2.943 -1.926 -3.545
40 N -1.205 2.214 -1.850
41 C -0.152 2.633 -2.041
42 C 1.177 3.158 -2.170
43 C 2.250 2.278 -2.039
44 C 3.539 2.779 -2.112
45 C 3.752 4.136 -2.310
46 C 2.676 5.005 -2.442
47 C 1.382 4.520 -2.370
48 H 2.042 1.231 -1.862
49 H 4.380 2.107 -2.003
50 H 4.762 4.523 -2.352
51 H 2.847 6.062 -2.597
52 H 0.532 5.185 -2.456

net charge: -1
HOMO: -4.71 eV
Kohn-Sham gap: 6.026 eV

=====

# 4
The following is a quantum chemistry calculation of the molecule C11H8N2O in a non-equilibrium geometry, from OMol25.

Atoms and positions in Å:
1 C -1.685 2.461 -0.991
2 C -2.962 -2.155 0.139
3 C -0.914 1.477 -1.146
4 C -0.512 0.274 -0.825
5 C -1.663 -0.595 -0.458
6 C -2.779 -0.016 0.166
7 C 1.782 0.363 0.564
8 C 1.588 -1.554 -0.614
9 C -2.430 2.292 0.324
10 C 1.303 -1.036 0.731
11 C 0.876 -0.255 -0.460
12 N -1.738 -1.938 -0.290
13 N -2.923 1.190 0.641
14 O -3.633 -1.005 0.544
15 H -2.100 3.155 -1.698
16 H -3.509 -3.060 0.109
17 H 1.282 1.193 1.187
18 H 2.865 0.509 0.276
19 H 2.650 -1.599 -1.046
20 H 0.913 -2.358 -0.982
21 H -2.426 3.166 1.014
22 H 0.839 -1.604 1.509

net charge: 0
HOMO: -8.46 eV
Kohn-Sham gap: 8.632 eV

=====

# 5
The following is a quantum chemistry calculation of the molecule C4H2ClN3O in a non-equilibrium geometry, from OMol25.

Atoms and positions in Å:
1 C 1.549 -0.276 -0.035
2 C 0.993 1.071 -0.026
3 C -0.279 -1.729 -0.149
4 C -1.218 2.089 0.485
5 N 0.968 -1.398 0.024
6 N -0.293 1.426 0.059
7 N -1.219 -2.443 0.009
8 O -2.314 -2.907 -0.075
9 Cl -2.501 2.788 -0.255
10 H 2.663 -0.554 0.205
11 H 1.651 1.932 -0.242

net charge: 0
HOMO (alpha / beta): -8.24 / -8.23 eV
Kohn-Sham gap (alpha / beta): 6.812 / 6.823 eV

=====

# 6
The following is a quantum chemistry calculation of the molecule ClH8N3Si2 in a non-equilibrium geometry, from OMol25.

Atoms and positions in Å:
1 N 1.798 1.333 1.219
2 Si 1.043 0.341 0.139
3 N 0.794 1.041 -1.469
4 Cl 2.623 -1.359 -0.231
5 N -0.490 -0.246 0.692
6 Si -1.443 -1.548 0.292
7 H 1.563 2.320 1.098
8 H 2.269 1.402 2.125
9 H 1.348 0.979 -2.271
10 H 0.008 1.617 -1.743
11 H -0.951 0.429 1.367
12 H -0.766 -2.832 0.586
13 H -1.738 -1.650 -1.163
14 H -2.691 -1.490 1.010

net charge: 0
HOMO: -9.88 eV
Kohn-Sham gap: 10.280 eV
SMILES string: N[Si](N)(Cl)N[SiH3]

=====

# 7
The following is a quantum chemistry calculation of a cluster of 2 separate species, C4H14N2O in total in a non-equilibrium geometry, from OMol25.

Atoms and positions in Å:
1 N -0.156 2.492 -0.271
2 C -0.376 1.121 0.196
3 C 1.102 0.442 0.328
4 N 1.287 -0.740 1.198
5 C 0.679 -2.146 0.629
6 C -0.844 -2.271 0.718
7 H -0.831 3.127 0.080
8 H 0.788 3.057 -0.126
9 H -0.868 0.843 1.042
10 H -1.062 0.860 -0.651
11 H 1.966 1.087 0.698
12 H 1.624 0.360 -0.629
13 H 0.931 -0.608 2.159
14 H 1.364 -2.984 1.212
15 H 1.009 -2.304 -0.464
16 H -1.067 -3.320 0.699
17 H -1.169 -1.700 1.652
18 H -1.341 -1.574 0.015
19 H -1.737 1.256 -3.147
20 H -0.523 1.762 -2.286
21 O -0.778 1.237 -3.051

net charge: +1
HOMO (alpha / beta): -13.75 / -13.71 eV
<S²>: 0.755
spin multiplicity: 2
Kohn-Sham gap (alpha / beta): 10.712 / 5.477 eV

=====

# 8
The following is a quantum chemistry calculation of a structure of composition C21H23N3O7PdSi, from OMol25.

Atoms and positions in Å:
1 Pd -0.224 -1.531 -1.210
2 C 4.419 -0.842 -2.200
3 C 3.924 -0.807 -0.797
4 N 2.691 -1.052 -0.451
5 C 2.635 -0.878 0.905
6 C 3.872 -0.526 1.395
7 N 4.677 -0.486 0.293
8 C 4.444 -0.177 2.740
9 O 3.643 -0.240 3.717
10 O 5.643 0.144 2.755
11 C 1.344 -1.050 1.603
12 O 1.347 -0.912 2.909
13 O 0.316 -1.311 0.997
14 H 3.641 -1.310 -2.803
15 H 5.348 -1.408 -2.293
16 H 4.595 0.169 -2.580
17 H 5.648 -0.227 0.366
18 H 2.286 -0.639 3.263
19 C -2.158 -3.441 0.301
20 Si -3.081 -1.837 0.003
21 C -4.501 -2.290 -1.172
22 C -3.831 -1.415 1.695
23 N -2.077 -0.597 -0.621
24 C -2.478 0.672 -0.825
25 C -3.824 1.117 -0.644
26 C -4.239 2.421 -0.835
27 C -3.347 3.406 -1.241
28 C -2.026 3.020 -1.441
29 C -1.606 1.722 -1.241
30 O -0.262 1.462 -1.502
31 C 0.637 1.844 -0.553
32 C 1.929 2.124 -0.987
33 C 2.897 2.507 -0.074
34 C 2.596 2.605 1.279
35 C 1.307 2.313 1.704
36 C 0.324 1.937 0.800
37 H -2.842 -4.174 0.745
38 H -1.322 -3.280 0.984
39 H -1.757 -3.847 -0.630
40 H -5.109 -3.102 -0.762
41 H -4.065 -2.631 -2.115
42 H -5.158 -1.447 -1.396
43 H -4.382 -2.279 2.083
44 H -4.503 -0.556 1.694
45 H -3.013 -1.199 2.388
46 H -4.561 0.388 -0.338
47 H -5.283 2.668 -0.668
48 H -3.660 4.431 -1.397
49 H -1.277 3.741 -1.753
50 H 2.151 2.008 -2.041
51 H 3.906 2.707 -0.418
52 H 3.365 2.860 1.997
53 H 1.071 2.338 2.761
54 H -0.671 1.676 1.134
55 O 0.904 -2.591 -2.487
56 O -0.305 -2.197 -3.035

net charge: -2
HOMO: -1.02 eV
Kohn-Sham gap: 6.029 eV

=====

The records above give, respectively, total energy values of -8313.947, -33280.778, -76182.448, -16558.489, -23213.591, -32881.556, -9391.438, -52312.090 eV.